# 1
DFT (ωB97M-V/def2-TZVPD) results for a 17-piece molecular cluster, H34O17 overall.

**ΔE to the lowest compared entry with this formula, charge and spin**: 190.9 kJ/mol
**HOMO energy**: -0.35938 hartree

ORCA input file:
```
! RIJCOSX wB97M-V def2-TZVPD def2/J DEFGRID3
* xyz 0 1
O -7.923 9.123 -9.640
H -7.657 8.593 -10.392
H -7.409 8.777 -8.910
O -12.105 10.324 -14.691
H -12.041 10.398 -13.739
H -12.388 11.191 -14.981
O -7.383 11.267 -15.251
H -7.916 11.346 -14.460
H -6.517 11.013 -14.932
O -9.161 10.852 -12.880
H -8.855 10.106 -13.395
H -10.061 10.629 -12.643
O -11.521 9.194 -17.418
H -11.861 9.756 -16.723
H -10.579 9.362 -17.424
O -7.476 11.217 -19.854
H -8.130 11.321 -20.546
H -6.831 11.903 -20.030
O -9.367 13.548 -17.460
H -9.973 13.655 -18.193
H -9.055 12.647 -17.536
O -4.655 12.157 -17.702
H -4.722 11.210 -17.578
H -5.345 12.520 -17.147
O -8.101 12.395 -10.676
H -8.452 11.549 -10.956
H -8.645 13.040 -11.129
O -8.750 16.323 -16.263
H -9.375 16.723 -16.867
H -8.613 15.441 -16.610
O -8.034 8.089 -13.495
H -8.510 7.620 -14.180
H -7.843 7.421 -12.836
O -4.840 9.288 -17.923
H -3.984 9.547 -18.264
H -5.422 9.325 -18.682
O -10.024 14.153 -12.104
H -10.194 14.145 -13.046
H -10.365 14.997 -11.806
O -5.900 10.844 -9.983
H -6.813 10.557 -9.986
H -5.398 10.049 -10.161
O -10.461 14.152 -14.721
H -10.055 13.666 -15.439
H -11.287 14.472 -15.085
O -8.914 10.690 -17.478
H -8.240 10.667 -18.158
H -8.428 10.628 -16.656
O -5.542 6.584 -14.833
H -5.317 7.104 -15.604
H -6.381 6.940 -14.540
*
```

# 2
DFT (ωB97M-V/def2-TZVPD) results for one molecule with the formula C14H20N4OS in a non-equilibrium geometry.

**ΔE to the lowest compared entry with this formula, charge and spin**: 223.4 kJ/mol
**HOMO energy**: -0.30366 hartree

ORCA input file:
```
! RIJCOSX wB97M-V def2-TZVPD def2/J DEFGRID3
* xyz 0 1
C 5.644 1.598 -1.198
C 6.283 0.985 0.042
H 6.071 1.610 0.911
H 7.366 0.939 -0.091
C 5.765 -0.432 0.317
C 4.311 -0.434 0.596
N 3.713 -0.056 1.687
N 2.383 -0.195 1.531
C 2.176 -0.654 0.329
N 3.369 -0.830 -0.322
N 3.606 -1.326 -1.598
H 3.408 -0.611 -2.298
H 2.988 -2.117 -1.772
S 0.659 -1.037 -0.424
C -0.418 -0.806 1.050
C -1.844 -0.698 0.632
C -2.621 -1.840 0.455
C -3.937 -1.741 0.063
C -4.520 -0.493 -0.168
C -3.744 0.650 -0.003
C -2.421 0.539 0.388
H -1.831 1.436 0.510
H -4.150 1.634 -0.177
O -5.820 -0.523 -0.563
C -6.543 0.682 -0.710
C -6.958 1.286 0.629
H -7.554 2.178 0.460
H -7.549 0.565 1.189
H -6.086 1.549 1.223
H -5.975 1.406 -1.307
H -7.433 0.394 -1.278
H -4.545 -2.621 -0.074
H -2.187 -2.814 0.630
H -0.241 -1.669 1.691
H -0.049 0.095 1.536
H 5.947 -1.072 -0.549
H 6.284 -0.840 1.185
H 6.071 2.577 -1.401
H 5.808 0.963 -2.066
H 4.573 1.722 -1.053
*
```

# 3
DFT (ωB97M-V/def2-TZVPD) results for C22H20Cl4CrN3O2Se2Te2 as an isolated structure.

**ΔE to the lowest compared entry with this formula, charge and spin**: 27.3 kJ/mol
**HOMO energy (alpha / beta)**: -0.03398 / -0.03367 hartree
**<S²>**: 3.792

ORCA input file:
```
! RIJCOSX wB97M-V def2-TZVPD def2/J DEFGRID3
* xyz -2 4
Cr -0.657 0.321 -0.579
C 0.265 -0.822 -3.414
N 0.327 -1.114 -1.950
C -0.286 -2.446 -1.758
C 1.745 -1.062 -1.580
C 2.640 -1.974 -2.105
C 4.012 -1.795 -1.971
C 4.466 -0.636 -1.364
C 3.579 0.270 -0.807
C 2.191 0.037 -0.812
N 1.234 0.799 -0.192
C 1.405 1.536 0.948
C 2.592 1.698 1.692
C 2.657 2.561 2.773
C 1.550 3.288 3.181
C 0.343 3.053 2.537
C 0.257 2.167 1.481
N -1.058 1.794 0.942
C -1.869 1.193 2.028
C -1.806 2.979 0.437
H 0.789 -1.616 -3.954
H 0.734 0.136 -3.617
H -0.773 -0.776 -3.731
H 0.097 -3.154 -2.499
H -1.362 -2.346 -1.897
H -0.071 -2.816 -0.762
H 2.264 -2.831 -2.651
H 4.703 -2.522 -2.377
H 5.528 -0.421 -1.329
H 3.959 1.191 -0.395
H 3.465 1.120 1.442
H 3.597 2.661 3.303
H 1.610 3.991 4.002
H -0.555 3.550 2.883
H -2.060 1.938 2.804
H -1.329 0.356 2.464
H -2.812 0.854 1.609
H -2.177 3.566 1.282
H -2.648 2.632 -0.163
H -1.166 3.589 -0.192
Cl -2.151 -4.882 3.536
C -2.285 -3.580 2.397
C -3.503 -3.277 1.815
Cl -4.918 -4.194 2.225
C -3.602 -2.226 0.889
Cl -5.112 -1.805 0.160
C -2.480 -1.486 0.539
O -2.462 -0.482 -0.295
C -1.233 -1.793 1.149
O -0.228 -1.036 0.768
C -1.146 -2.830 2.061
Cl 0.400 -3.168 2.767
Se -2.394 1.130 -2.808
Te -3.196 1.504 -5.143
Te -0.736 4.764 -3.249
Se -0.335 2.413 -2.521
*
```

Q: Number 2 is which compound?
A: C14H20N4OS

Q: The lowest ΔE to the lowest compared entry with this formula, charge and spin belongs to which entry?
A: C22H20Cl4CrN3O2Se2Te2

Q: Which value of ΔE to the lowest compared entry with this formula, charge and spin does entry 3 give?
A: 27.3 kJ/mol

Q: Which of these has the lowest ΔE to the lowest compared entry with this formula, charge and spin?
A: C22H20Cl4CrN3O2Se2Te2